# 1
Formula: C42H105O28P7
Source: OMol25
Level of theory: ωB97M-V/def2-TZVPD

Summary:
Molecular weight = 1275.09 g/mol
Energy = -6160.222410 Ha

Structure (XYZ):
```
182
Properties=species:S:1:pos:R:3:forces:R:3
C -4.01687 -5.51812 0.12475 0.4 -0.5 1.6
C -3.66100 -6.09131 -1.21291 -1.8 -0.2 -0.6
O -2.81775 -5.25457 -1.99761 0.6 0.6 0.6
P -2.92013 -5.35740 -3.56846 0.1 -0.8 -0.3
O -4.19789 -5.08817 -4.18961 -0.6 0.0 -0.1
O -2.43453 -6.85806 -3.85040 0.0 0.1 -0.2
C -1.15234 -7.27394 -3.37029 0.6 0.8 0.0
C -1.06879 -8.77621 -3.39935 0.2 0.2 0.1
O -1.72177 -4.43047 -3.99100 0.1 -0.4 0.3
C -1.26978 -4.42400 -5.35520 0.2 0.4 -0.6
C 0.11631 -3.81883 -5.26119 -0.1 0.0 0.1
H -4.87074 -6.08270 0.51383 -0.1 0.0 -0.2
H -3.26017 -5.70257 0.89829 0.2 0.2 -0.3
H -4.28639 -4.46865 0.20952 0.1 0.1 -0.6
H -3.28987 -7.11720 -1.14957 0.6 0.2 0.2
H -4.62082 -6.22275 -1.73423 0.2 0.2 -0.3
H -0.36545 -6.83035 -3.99593 -0.2 -0.2 -0.3
H -0.93713 -6.80133 -2.40575 -0.4 -0.4 0.3
H -0.90576 -9.08512 -4.42967 -0.1 -0.3 0.1
H -0.22569 -9.09486 -2.78576 0.0 -0.1 -0.1
H -1.97664 -9.22346 -3.00059 0.0 0.0 -0.1
H -1.23011 -5.39661 -5.85586 -0.2 -0.3 0.6
H -1.99002 -3.83627 -5.92645 0.2 0.2 0.0
H -0.01687 -2.77340 -4.98495 0.4 0.1 0.0
H 0.65483 -4.33294 -4.46395 0.0 0.1 0.1
H 0.73810 -3.93502 -6.14810 -0.3 0.2 -0.2
C -0.09612 2.93527 2.30441 0.4 0.0 -0.3
C 0.24945 3.25136 0.86392 -0.6 1.1 0.1
O 1.47369 4.02917 0.84568 0.2 -0.9 0.1
P 2.45482 3.91540 -0.38049 0.3 0.4 -0.5
O 2.11048 4.70430 -1.56706 0.0 -0.2 -0.1
O 3.81299 4.33360 0.30281 -0.1 0.6 0.2
C 5.12082 4.00661 -0.22910 -0.8 -0.3 0.8
C 6.10297 5.05339 0.18602 -0.1 0.6 0.6
O 2.54938 2.35316 -0.63370 0.3 -0.1 0.2
C 3.03453 1.76632 -1.86120 -0.1 -0.4 0.3
C 2.25966 0.46918 -1.99041 -0.4 0.5 0.5
H -0.11865 3.82751 2.92759 -0.1 0.1 -0.1
H -1.06620 2.43944 2.35079 0.1 -0.1 0.1
H 0.68972 2.28260 2.68154 -0.2 -0.2 0.2
H 0.29627 2.34339 0.26398 0.4 0.0 0.0
H -0.48187 3.92698 0.41125 -0.2 -0.3 0.0
H 5.34399 3.11331 0.35347 0.4 -0.4 -0.7
H 5.06134 3.84140 -1.30332 0.1 -0.1 0.0
H 5.97514 5.22252 1.26017 0.1 -0.2 0.0
H 7.11624 4.68752 0.02115 0.0 0.2 -0.2
H 5.93646 6.03988 -0.24589 0.1 -0.2 -0.5
H 2.87382 2.46965 -2.67688 0.0 -0.1 -0.1
H 4.09964 1.55079 -1.74910 0.0 0.2 0.0
H 2.45465 -0.15520 -1.11785 0.2 -0.1 -0.2
H 1.20805 0.74725 -1.88077 -0.1 -0.3 -0.5
H 2.45962 -0.06814 -2.91317 0.0 0.0 -0.1
C 0.52123 -3.34453 -1.67841 -1.1 0.4 -0.4
C 0.75989 -3.40739 -0.18332 0.1 0.2 -1.4
O 1.35843 -2.15492 0.23025 -0.7 -0.2 0.3
P 0.38703 -1.22771 1.07780 1.1 -0.4 0.7
O -0.35701 -1.91167 2.13875 -0.4 -0.1 -0.1
O 1.43282 -0.18300 1.64531 -0.1 0.4 -0.4
C 2.27292 -0.60830 2.73306 -0.1 -0.2 0.4
C 3.29042 0.47282 3.04702 0.1 -0.1 0.5
O -0.45133 -0.46491 -0.00866 -0.1 0.2 0.6
C -1.69671 0.14010 0.41879 -1.0 0.3 -1.6
C -2.89669 -0.65360 -0.14269 0.3 0.1 0.6
H 1.41292 -3.06116 -2.23425 0.1 -0.6 -0.1
H -0.03561 -4.22478 -2.01398 0.9 -0.5 -0.1
H -0.23456 -2.61277 -2.00127 0.2 0.4 0.7
H -0.19269 -3.60709 0.30447 0.2 0.0 0.4
H 1.49518 -4.17878 0.03286 -0.1 -0.1 0.2
H 1.63628 -0.81944 3.59452 -0.1 0.1 -0.1
H 2.76287 -1.55352 2.48769 0.0 0.0 -0.2
H 4.29427 0.19604 2.72939 -0.1 0.1 -0.3
H 2.99797 1.42626 2.61552 0.0 0.0 -0.1
H 3.34151 0.60443 4.13005 0.0 0.1 0.0
H -1.77612 0.30636 1.48933 0.3 -0.2 0.1
H -1.73063 1.09897 -0.10057 0.4 0.2 0.3
H -3.44842 -1.09228 0.68733 -0.1 -0.2 -0.2
H -3.55633 0.00138 -0.71049 -0.1 0.0 0.1
H -2.56229 -1.43596 -0.82284 0.0 -0.1 0.1
C -1.61994 0.09785 -5.12706 -0.6 0.2 -0.4
C -2.59112 -0.46477 -4.11709 0.5 -0.4 0.4
O -3.33422 -1.52830 -4.72452 0.0 -0.1 -0.2
P -4.90761 -1.63678 -4.60189 0.4 -0.1 0.7
O -5.51049 -2.68346 -5.39825 -0.3 -0.1 -0.8
O -5.09858 -1.78433 -3.03965 0.3 0.2 0.2
C -6.34026 -2.24185 -2.50122 -0.5 -0.4 0.1
C -6.26929 -2.17307 -0.99481 -0.2 1.0 0.1
O -5.41744 -0.15457 -4.85230 -0.2 0.4 0.0
C -5.84219 0.24901 -6.17343 0.5 -0.1 -0.2
C -7.33921 0.13970 -6.24579 -0.4 -0.8 0.4
H -2.12160 0.46913 -6.02505 -0.2 0.1 0.2
H -1.07257 0.93122 -4.68723 0.3 -0.2 0.0
H -0.97762 -0.70879 -5.47753 0.3 0.1 0.2
H -1.98366 -0.90722 -3.31856 -0.3 -0.1 0.1
H -3.26021 0.25081 -3.64070 0.0 0.2 -0.3
H -7.15391 -1.64608 -2.92314 0.0 0.1 0.2
H -6.53572 -3.27907 -2.78557 0.3 0.1 -0.3
H -5.30873 -2.54476 -0.64301 -0.1 -0.4 0.0
H -6.34096 -1.13954 -0.63869 0.1 0.0 -0.1
H -7.12636 -2.68483 -0.55915 0.2 -0.3 0.1
H -5.44031 1.25136 -6.32060 -0.2 0.1 0.1
H -5.33617 -0.36522 -6.92320 -0.2 -0.2 0.0
H -7.76819 0.23611 -7.24138 0.2 0.5 0.0
H -7.60422 -0.87967 -5.94334 0.1 0.0 0.0
H -7.82422 0.77856 -5.50761 0.0 0.3 -0.3
C -5.46077 3.87886 -4.93364 0.3 0.7 0.3
C -6.01688 3.42786 -3.59899 -0.7 -0.7 -0.9
O -5.91822 4.49575 -2.65496 0.2 -0.1 0.0
P -6.76223 4.38601 -1.30832 0.4 0.1 0.2
O -8.08194 3.79422 -1.44134 -0.3 -0.4 -0.2
O -6.72348 5.88280 -0.78020 0.1 -0.3 -0.3
C -7.50123 6.85444 -1.47852 -1.4 1.5 0.1
C -6.69295 7.63706 -2.49111 0.8 -0.8 -0.2
O -5.80302 3.61965 -0.30928 0.0 0.6 0.1
C -4.67231 4.34229 0.25739 0.1 -0.9 0.1
C -3.56595 3.33057 0.41096 0.3 -1.2 -0.9
H -5.80441 4.89747 -5.13136 -0.2 -0.1 -0.1
H -4.37120 3.95415 -4.93714 0.0 -0.3 0.1
H -5.79078 3.22449 -5.73600 0.0 0.0 0.0
H -7.07356 3.17043 -3.71992 0.0 0.2 0.0
H -5.54669 2.49041 -3.28209 0.3 0.3 0.4
H -8.41908 6.47637 -1.94102 0.4 -0.8 -0.1
H -7.93237 7.51315 -0.71842 0.4 0.0 0.2
H -6.24530 6.90080 -3.16506 0.2 0.2 0.0
H -7.25464 8.30407 -3.14085 -0.4 0.1 0.4
H -5.88277 8.18272 -2.00742 0.0 0.1 0.0
H -4.34919 5.13392 -0.41380 -0.2 0.2 0.1
H -5.01446 4.71351 1.21993 0.1 0.3 0.0
H -2.71992 3.63170 1.02494 -0.2 0.2 0.2
H -3.94658 2.34533 0.70021 -0.2 0.3 0.8
H -3.16318 3.04226 -0.57133 0.1 0.6 -0.1
C -1.35422 -0.35992 4.88438 0.1 0.9 0.8
C -0.45492 -0.34764 6.11562 -0.4 -0.8 -0.4
O -0.99434 -1.24243 7.13024 0.0 0.9 0.0
P -0.58588 -2.73994 7.19439 -0.8 -0.2 -0.3
O -1.20698 -3.48050 8.27951 0.0 -0.4 0.5
O -0.99832 -3.23847 5.73942 0.2 -0.1 -0.1
C -0.84215 -4.61223 5.36804 -0.7 0.0 -0.5
C -2.14009 -5.14067 4.73675 0.6 -0.9 0.7
O 0.98696 -2.70750 7.19712 0.8 0.0 0.0
C 1.75997 -3.86679 7.57632 -0.4 -0.4 -0.3
C 2.70446 -4.26110 6.43722 0.0 0.1 0.7
H -0.99682 0.43766 4.22555 0.1 -0.3 -0.3
H -1.38136 -1.33581 4.41910 -0.1 0.1 -0.3
H -2.33863 -0.01378 5.20959 -0.1 -0.4 -0.1
H 0.54213 -0.73060 5.89630 0.1 0.5 -0.1
H -0.43333 0.65166 6.53977 0.2 -0.1 0.3
H -0.07314 -4.67431 4.59808 0.3 0.1 0.3
H -0.58859 -5.22650 6.23050 0.1 0.1 0.1
H -2.26645 -6.15680 5.12600 -0.1 0.0 -0.2
H -3.02408 -4.60625 5.06885 0.1 0.3 -0.3
H -2.01284 -5.22535 3.66190 -0.5 0.3 -0.1
H 2.28150 -3.62423 8.49840 0.1 0.1 -0.1
H 1.06584 -4.67869 7.79944 0.1 0.0 0.2
H 3.66468 -4.53371 6.87664 0.1 0.1 -0.2
H 2.36028 -5.13042 5.88134 -0.2 0.1 -0.1
H 2.80976 -3.39808 5.78325 0.2 -0.1 -0.1
C 10.35776 6.99130 2.18322 -0.5 0.2 0.6
C 9.77254 5.68084 1.71817 0.2 0.7 -0.7
O 10.42153 4.62623 2.42606 -0.2 -0.3 0.2
P 10.40345 3.14203 1.88012 0.5 0.5 0.3
O 10.81948 2.98759 0.49266 -0.1 -0.4 -0.1
O 11.33671 2.39209 2.92756 -0.2 0.4 -0.3
C 11.05206 2.53235 4.31261 -0.9 -0.4 1.5
C 11.90121 1.56089 5.10258 0.7 -0.1 -0.2
O 8.92686 2.68512 2.23354 -0.3 -0.2 0.3
C 8.53910 1.32810 1.91940 0.4 0.0 -0.6
C 7.05435 1.32229 1.62509 -0.1 0.3 -0.6
H 10.14658 7.07574 3.25285 0.1 0.2 0.0
H 11.42788 7.10989 2.03741 0.0 -0.3 -0.2
H 9.84207 7.81374 1.68424 0.0 0.0 0.0
H 8.69559 5.68011 1.89778 0.0 -0.2 0.2
H 9.90890 5.58899 0.63662 0.2 -0.4 0.1
H 11.13547 3.55182 4.69670 0.6 0.1 -0.5
H 9.99810 2.32372 4.54495 0.0 -0.3 -0.6
H 11.48624 1.33079 6.08263 -0.1 0.2 0.0
H 12.01662 0.61358 4.57388 -0.2 0.0 -0.1
H 12.91273 1.94978 5.23936 0.0 0.0 0.0
H 9.11404 1.06769 1.02633 -0.2 -0.3 0.0
H 8.84350 0.62666 2.69841 -0.1 0.3 0.3
H 6.53102 0.40287 1.87777 0.2 -0.1 0.2
H 6.56323 2.16983 2.10412 0.0 -0.1 0.3
H 6.92845 1.47966 0.55122 -0.1 0.0 0.0
```
Positions in Å, forces in eV/Å.

Results of the Löwdin charge analysis, in e, for atoms 1 through 8: -0.0640, -0.2730, -0.1768, 0.3534, -0.1854, -0.1731, -0.2905, -0.0608

=====

# 2
Formula: C42H107N5O14
Source: OMol25
Level of theory: ωB97M-V/def2-TZVPD

Summary:
Molecular weight = 906.34 g/mol
Energy = -2991.163097 Ha

Structure (XYZ):
```
168
Properties=species:S:1:pos:R:3:forces:R:3
C 4.09963 -7.35328 3.16551 0.9 0.5 0.9
C 2.85976 -6.47802 3.09259 -0.8 -0.1 -1.2
C 2.28515 -6.60257 1.64278 -1.3 0.5 0.6
C 1.81903 -7.09794 4.05794 0.1 -0.6 -0.6
C 0.61098 -6.23386 4.38601 0.5 1.1 -1.1
C 1.12086 -4.83074 4.74690 0.3 -0.7 1.2
C 2.04588 -4.15259 3.73584 -1.9 0.1 -0.9
C 1.27424 -3.75332 2.46279 -0.2 1.1 -2.1
C 2.57845 -2.89166 4.39726 1.1 -0.5 1.0
N 3.12049 -5.08460 3.46402 1.6 -0.4 0.8
O 4.09796 -4.52164 2.59084 -0.6 -0.3 0.0
H 4.96253 -7.02980 2.58195 -0.3 0.3 -0.2
H 4.42406 -7.29935 4.21042 0.2 -0.4 -0.1
H 3.90967 -8.38573 2.87823 -0.3 0.0 0.1
H 2.81496 -6.11820 0.82130 0.4 -0.3 0.1
H 2.05780 -7.64467 1.42422 0.4 -0.1 -0.2
H 1.31159 -6.10508 1.64007 0.0 -0.1 -0.1
H 1.52616 -8.00629 3.52083 -0.3 -0.1 0.3
H 2.33147 -7.46486 4.94952 0.0 0.4 0.2
H -0.00217 -6.09049 3.48955 -0.2 -0.4 0.0
H -0.00713 -6.66884 5.16696 0.0 0.0 0.1
H 1.74492 -5.00256 5.63416 0.0 0.3 0.1
H 0.32454 -4.14891 5.04641 -0.1 0.0 -0.2
H 1.82926 -3.84960 1.51705 0.4 -0.5 0.4
H 1.08482 -2.68146 2.31226 -0.1 0.1 1.0
H 0.32045 -4.20050 2.16681 0.0 -0.4 0.8
H 3.23317 -2.32870 3.73838 -0.1 0.0 0.0
H 3.15460 -3.25936 5.25558 0.4 0.2 -0.2
H 1.85922 -2.22971 4.88009 -0.5 -0.1 -0.6
H 3.76720 -4.75814 1.70857 0.2 0.3 -0.1
C -1.42981 3.32938 2.90847 0.0 -0.3 -0.2
C -1.57728 4.00130 4.27055 0.1 -0.2 0.6
C -2.60055 3.32457 5.18909 0.4 -0.1 0.1
C -0.21797 3.92732 4.97934 0.6 -0.7 0.4
C 0.81714 4.89428 4.44466 0.3 -0.3 -0.7
C 0.31557 6.32181 4.45107 0.2 -0.5 0.7
C -1.07502 6.48427 3.78983 -0.6 1.0 0.4
C -1.67002 7.79116 4.33152 0.3 0.9 -0.1
C -0.95132 6.63414 2.25929 1.0 -0.8 0.4
N -2.00001 5.43089 4.24156 0.6 -0.8 0.2
O -3.23858 5.51051 3.56324 0.2 0.4 -0.2
H -1.37802 2.23692 2.92854 -0.2 0.0 0.6
H -2.27111 3.53671 2.24435 0.3 0.3 -0.2
H -0.44890 3.59543 2.51223 -0.3 0.3 -0.6
H -2.30631 2.28862 5.37463 -0.2 -0.1 -0.2
H -2.53894 3.85003 6.14284 -0.2 0.0 0.0
H -3.62233 3.38801 4.82464 0.0 -0.1 -0.1
H -0.33049 3.95314 6.06955 -0.2 0.9 0.0
H 0.24349 2.93055 4.92643 -0.5 -0.2 -0.6
H 1.76667 4.71752 4.95742 -0.1 0.5 0.3
H 1.10143 4.66184 3.40853 -0.3 -0.3 0.0
H 1.06920 6.95384 3.97798 -0.3 0.2 -0.2
H 0.28746 6.62988 5.50124 -0.4 0.2 -0.1
H -2.54025 8.14126 3.77558 -0.1 -0.3 0.0
H -0.93792 8.60338 4.24350 0.1 -0.1 -0.1
H -1.92200 7.74889 5.39054 -0.1 -0.4 0.0
H -0.02884 7.19685 2.11266 -0.2 0.3 -0.4
H -1.79077 7.11741 1.76654 0.0 0.1 0.1
H -0.75672 5.65147 1.82274 -0.2 0.1 -0.2
H -3.02018 5.54875 2.61625 -0.2 -0.1 0.1
C -3.84686 -1.17837 -6.31271 -1.0 0.6 -0.3
O -3.03268 -0.71269 -7.35987 0.8 -0.2 0.1
C -3.71772 -0.28553 -8.53201 -0.4 -0.5 0.5
C -4.25780 1.12822 -8.34787 0.5 0.4 0.7
N -3.30723 2.06061 -7.69420 0.6 -0.6 -1.3
C -2.36749 2.71447 -8.64759 -0.5 0.5 0.7
C -1.10936 1.91467 -8.93757 0.4 1.1 -1.4
O -0.44820 1.67277 -7.71846 0.0 -0.7 -0.6
C 0.33873 0.48304 -7.73884 -0.8 0.0 1.6
H -4.41553 -0.35499 -5.85820 0.0 0.0 0.0
H -3.26809 -1.62683 -5.50950 0.3 -0.2 -0.3
H -4.58398 -1.87651 -6.72547 0.1 -0.2 0.3
H -4.56112 -0.96522 -8.71248 0.0 0.0 -0.1
H -3.01263 -0.43055 -9.34535 0.1 0.3 -0.1
H -5.09427 1.07913 -7.64457 -0.3 -0.1 -0.4
H -4.57918 1.53953 -9.30483 -0.2 0.0 0.1
H -2.67508 1.44489 -7.18233 -0.2 0.2 0.6
H -2.10765 3.65673 -8.15633 0.4 -0.1 -0.1
H -2.88086 3.04223 -9.55424 0.0 -0.4 -0.1
H -0.43449 2.46726 -9.62048 -0.1 0.6 0.5
H -1.26240 1.08443 -9.64104 -0.5 -0.8 1.0
H 0.99370 0.57766 -6.86877 0.6 0.1 -0.5
H 0.82850 0.28110 -8.68801 0.2 0.2 0.1
H -0.29748 -0.35542 -7.42546 -0.1 -0.1 -0.6
C -2.04869 3.66652 -1.75777 0.7 1.1 0.3
O -2.89559 3.14392 -0.77147 0.1 -0.8 -0.8
C -4.18809 2.74270 -1.25349 0.2 0.7 0.9
C -4.74201 2.00155 -0.04330 0.5 -0.4 -0.4
N -3.97000 0.78249 0.24450 0.2 0.3 0.5
C -4.47919 0.20630 1.49513 -0.3 -0.2 -1.0
C -3.56266 -0.87048 2.03153 0.1 -0.8 1.2
O -4.26029 -1.72113 2.95917 0.3 0.1 -0.3
C -5.09722 -2.64033 2.32280 -1.2 -0.3 -0.1
H -2.32261 4.70290 -2.00047 -0.3 -0.1 -0.3
H -1.94552 3.08073 -2.66976 -0.4 -0.2 0.0
H -1.04590 3.77313 -1.33511 -0.1 -0.3 0.2
H -4.19693 2.17294 -2.18670 0.5 -0.3 0.1
H -4.71094 3.68486 -1.45403 -0.5 -0.2 0.0
H -5.77126 1.65636 -0.14886 -0.2 0.5 -0.1
H -4.62963 2.71508 0.78048 -0.4 0.0 0.2
H -2.99035 1.02695 0.39381 0.0 0.2 -0.2
H -5.45075 -0.21977 1.22498 0.1 -0.3 0.2
H -4.72975 0.95923 2.25399 0.4 0.0 0.2
H -2.72114 -0.49667 2.61964 -0.1 0.5 0.0
H -3.08027 -1.52881 1.30098 -0.4 0.3 -0.6
H -5.56905 -3.27186 3.07696 0.3 0.0 0.2
H -4.62604 -3.29606 1.58000 0.5 0.1 0.1
H -5.94980 -2.17322 1.81107 0.2 0.2 -0.1
C -1.13415 0.51421 -3.95635 0.6 0.1 0.0
O -0.58137 -0.00326 -2.76870 0.7 -0.3 0.5
C -1.45007 -0.47412 -1.75818 -1.7 -0.8 -1.1
C -0.69920 -0.79550 -0.52312 1.3 1.2 1.3
N -0.36848 0.43226 0.24540 -0.8 -0.2 0.1
C 0.28254 0.08195 1.50386 1.8 0.2 -0.5
C 1.79513 -0.09616 1.22622 -0.1 -1.5 -0.4
O 2.26447 1.05089 0.56508 -0.4 0.4 -0.7
C 3.65467 1.12465 0.31192 0.3 0.3 3.3
H -0.25746 0.72171 -4.57205 -0.2 0.0 -0.3
H -1.62485 1.47442 -3.79135 -0.3 -0.2 0.0
H -1.78501 -0.19791 -4.46918 -0.1 0.0 0.1
H -1.98822 -1.38481 -2.08123 0.5 -0.3 -0.3
H -2.31915 0.17836 -1.62384 0.5 0.6 0.4
H 0.28079 -1.25089 -0.72638 -0.4 -0.7 -0.5
H -1.22722 -1.45421 0.16178 -0.3 -0.1 -0.3
H 0.33474 0.90932 -0.31033 -0.2 0.4 0.1
H -0.11810 -0.85665 1.88647 -0.1 0.1 0.2
H 0.23921 0.86249 2.26499 -0.6 0.1 -0.1
H 1.93591 -0.96116 0.55883 -0.1 0.0 -0.1
H 2.37001 -0.39665 2.11347 0.0 0.6 0.3
H 4.16203 0.39585 -0.31927 -0.6 0.1 -0.6
H 4.06816 0.97925 1.32792 0.6 -0.4 -0.3
H 3.90837 2.17704 0.20500 -0.1 -0.1 -1.1
C 0.75110 -2.97549 -3.58291 0.0 0.2 0.1
O 1.65627 -1.90637 -3.24647 -0.5 -0.5 0.0
H 1.30082 -3.91451 -3.62330 0.1 0.1 -0.3
H -0.01220 -3.09254 -2.80787 0.0 0.0 -0.1
H 0.24877 -2.74269 -4.52454 0.1 -0.3 -0.1
H 1.03297 -1.21089 -2.98891 0.2 0.6 0.1
C -1.63821 -4.12497 -0.53135 -0.7 -0.1 -0.6
O -2.34330 -4.75637 -1.61493 0.3 -0.3 0.3
H -1.43952 -4.78784 0.31499 -0.1 -0.3 -0.3
H -0.69840 -3.77415 -0.95680 0.0 0.3 0.5
H -2.30532 -3.33711 -0.17554 0.6 0.3 0.2
H -3.20598 -4.34554 -1.67250 -0.1 -0.1 0.0
C 4.54957 0.27472 -3.75136 0.6 0.9 0.6
O 4.63638 -0.52094 -4.90890 0.0 0.0 0.1
H 5.53757 0.46389 -3.32012 0.2 -0.7 -0.2
H 4.24884 1.31258 -3.94251 -0.7 -0.2 -0.3
H 3.94381 -0.16627 -2.95880 -0.2 0.0 -0.1
H 3.74957 -0.84396 -5.09619 0.0 -0.1 0.0
C 5.43796 4.74304 1.51775 0.3 0.5 -1.1
O 5.31272 5.00909 2.89702 -0.4 -0.1 -0.1
H 4.98371 5.51016 0.88370 -0.2 0.4 0.7
H 6.48946 4.78873 1.21674 0.0 -0.5 0.0
H 4.93948 3.84064 1.15642 0.3 -0.3 0.4
H 5.62749 4.22849 3.35988 0.0 0.1 0.1
C 3.84417 -2.84838 -0.67826 0.0 -2.0 0.2
O 2.50963 -3.32053 -0.90007 -0.1 0.6 0.2
H 4.12850 -2.00966 -1.30612 0.0 0.1 0.1
H 4.02929 -2.70922 0.38964 -0.4 0.7 0.0
H 4.46632 -3.73693 -0.86650 0.5 0.5 -0.5
H 2.23552 -3.02936 -1.78486 0.2 0.2 0.3
C 5.65031 -1.10805 3.27700 0.6 0.2 2.0
O 6.22487 -0.06927 2.52782 -0.2 0.0 -1.8
H 6.44695 -1.48084 3.93701 -0.3 -0.4 0.0
H 4.84171 -0.78116 3.94300 0.0 0.2 -0.2
H 5.26033 -1.94852 2.70586 0.3 0.3 -0.6
H 6.39184 0.75349 2.98346 -0.2 -0.2 0.6
```
Positions in Å, forces in eV/Å.

Results of the Löwdin charge analysis, in e, for atoms 1 through 8: -0.0388, -0.5023, -0.0205, -0.1375, -0.1598, -0.1379, -0.5112, -0.0176